## i
Here is a 2-piece molecular cluster, C2H4ClNO2 overall from OMol25. Energies are from ωB97M-V/def2-TZVPD.

Frontier orbital gap (eV): 9.96
Structure (SMILES): C=C=O.ONCl

CARTESIAN COORDINATES (ANGSTROEM)
C -1.3257 -0.5999 -0.2460
C -0.8465 -1.7525 -0.0417
O -0.0993 -2.6049 0.0734
H -2.3038 -0.2868 0.0108
H -0.9133 -0.0424 -1.0478
O 0.5731 1.9396 0.0557
N 1.0882 0.8362 0.7539
Cl 2.1961 -0.1876 -0.1764
H 1.3517 2.3913 -0.2027
H 0.2796 0.3071 0.8207

***

## ii
Here is a 2-piece molecular cluster, C2H4ClNO2 overall from OMol25. Energies are from ωB97M-V/def2-TZVPD.

Frontier orbital gap (spin up / spin down) (eV): 7.99 / 7.25

CARTESIAN COORDINATES (ANGSTROEM)
C -0.3230 0.6738 -0.0095
C -0.0266 -0.8644 0.0013
N 0.7494 1.4400 -0.1775
O -1.4904 0.9667 -0.1116
O 1.9710 1.0880 0.3954
Cl -3.4291 -0.9432 0.1565
H -0.6422 -1.3168 0.9216
H -0.4639 -1.1288 -0.9173
H 1.0367 -0.9993 0.1048
H 2.6180 1.0841 -0.3637

***

Least stable: ii

***

## i
Here is a 2-piece molecular cluster, C2H4ClNO2 overall from OMol25. Energies are from ωB97M-V/def2-TZVPD.

Frontier orbital gap (eV): 8.14

CARTESIAN COORDINATES (ANGSTROEM)
C 1.7621 -0.8022 0.0479
C -0.0873 0.6372 -0.5516
N -1.1024 -0.1623 0.3003
O 1.1645 -1.4599 0.7856
O 2.5637 -0.2872 -0.5854
Cl 0.1086 2.1686 0.2807
H -0.7367 0.6723 -1.5203
H -1.1073 -0.9945 -0.2875
H -2.0133 0.3625 0.4368
H -0.5518 -0.1344 1.0934

***

## ii
Here is a 2-piece molecular cluster, C2H4ClNO2 overall from OMol25. Energies are from ωB97M-V/def2-TZVPD.

Frontier orbital gap (spin up / spin down) (eV): 8.69 / 8.68

CARTESIAN COORDINATES (ANGSTROEM)
C -1.5533 1.5399 -0.2835
C 0.7262 -1.7203 0.6671
N 0.8870 0.0463 -0.9786
O -1.9459 0.6408 0.3518
O 0.4677 -0.9662 -0.3086
Cl 2.3755 0.7175 -0.2603
H -2.0335 1.7832 -1.3319
H -0.5523 2.0301 -0.0427
H -0.0373 -2.3640 0.8491
H 1.6659 -1.7073 1.3375

***

Least stable: ii

***

## i
Here is a 2-piece molecular cluster, C3H9NS overall from OMol25. Energies are from ωB97M-V/def2-TZVPD.

Frontier orbital gap (eV): 9.36
Structure (SMILES): C=N.CSC

CARTESIAN COORDINATES (ANGSTROEM)
C -3.0149 1.1896 -0.7694
N -2.1713 2.0393 -0.3895
H -3.4361 1.2881 -1.7680
H -3.4456 0.3842 -0.1698
H -1.8088 1.8780 0.5475
C 0.2173 -1.3081 -0.6891
S 1.7559 -0.4545 -0.0890
C 1.4018 -0.5468 1.7203
H -0.6644 -0.9303 -0.1810
H 0.4684 -2.3363 -0.4670
H 0.0965 -1.0987 -1.7468
H 1.9645 -1.3953 2.0993
H 1.8899 0.3259 2.1574
H 0.3347 -0.5126 1.8921

***

## ii
Here is one molecule with the formula C3H9NS from OMol25. Energies are from ωB97M-V/def2-TZVPD.

Frontier orbital gap (eV): 9.57
Structure (SMILES): CNCSC

CARTESIAN COORDINATES (ANGSTROEM)
C 0.0464 1.9336 -0.8054
N 1.1003 1.3216 0.0566
C 0.8221 -0.0685 0.3367
S -0.8697 -0.4803 0.9847
C -0.9512 -2.1736 0.3772
H -0.3641 1.1993 -1.4918
H 0.4985 2.7579 -1.3487
H -0.7678 2.3653 -0.2399
H 0.9857 1.7909 0.9519
H 0.8998 -0.6286 -0.5942
H 1.5259 -0.4600 1.0713
H -1.9790 -2.5131 0.4874
H -0.6772 -2.1968 -0.6849
H -0.2697 -2.8478 0.8990

***

## iii
Here is C3H9NS as an isolated structure from OMol25. Energies are from ωB97M-V/def2-TZVPD.

Frontier orbital gap (eV): 9.13

CARTESIAN COORDINATES (ANGSTROEM)
C 2.4423 -0.1268 0.1622
C -0.2055 0.5789 0.2370
C -1.5116 0.1331 -0.7282
H 2.4804 1.2160 -0.0197
H 2.9490 -0.7725 1.3819
H 3.5251 -0.5095 -0.8979
H -0.4651 0.5597 1.2508
H 0.3829 1.4337 -0.2648
H -2.0747 1.0586 -1.0157
H -1.2558 -0.3744 -1.7452
H -2.6050 -0.1613 1.1855
H -1.9794 -1.5682 0.5330
N -2.4439 -0.7008 0.2767
S 0.7613 -0.7663 -0.3556

***

Least stable: iii

***

## i
Here is a 2-piece molecular cluster, C3H9NS overall from OMol25. Energies are from ωB97M-V/def2-TZVPD.

Frontier orbital gap (eV): 10.12
Structure (SMILES): C=N.CCS

CARTESIAN COORDINATES (ANGSTROEM)
C 3.0488 -2.3535 -4.1947
N 2.8020 -2.1866 -2.9572
H 2.4617 -1.8247 -4.9394
H 3.8735 -3.0122 -4.4726
H 3.6574 -2.4030 -2.4413
C -1.6528 0.4676 1.5379
C -2.2049 1.4644 2.5517
S -1.0244 2.7486 3.1120
H -1.3642 0.9675 0.6181
H -0.7438 0.0552 1.9763
H -2.3792 -0.3286 1.4147
H -3.1512 1.9193 2.2677
H -2.3049 0.9802 3.5221
H -1.0180 3.5056 2.0046

***

## ii
Here is a 2-piece molecular cluster, C3H9NS overall from OMol25. Energies are from ωB97M-V/def2-TZVPD.

Frontier orbital gap (eV): 9.83
Structure (SMILES): C=N.CCS

CARTESIAN COORDINATES (ANGSTROEM)
C -5.4753 0.5287 -0.9328
N -4.6670 -0.4467 -1.0423
H -6.0466 0.7838 -0.0381
H -5.4107 1.2666 -1.7386
H -4.9299 -1.1194 -0.3121
C 3.8802 -0.2823 1.0057
C 2.6983 -0.3864 0.1123
S 1.4534 0.9430 0.5402
H 4.4497 0.6488 0.8953
H 3.6768 -0.3892 2.0700
H 4.6740 -1.0058 0.7767
H 2.7192 -0.3074 -0.9705
H 2.1421 -1.3116 0.2881
H 0.8359 1.0780 -0.6541

***

Least stable: ii

***

## i
Here is a 2-piece molecular cluster, C3H9NS overall from OMol25. Energies are from ωB97M-V/def2-TZVPD.

Frontier orbital gap (eV): 9.42
Structure (SMILES): C=CN.CS

CARTESIAN COORDINATES (ANGSTROEM)
C -1.8632 -0.0342 0.2388
C -1.2452 -1.0034 1.0001
N 0.0091 -0.8330 1.7289
H -2.7901 -0.4216 -0.1823
H -1.6532 1.0278 0.0923
H -1.7149 -2.0088 1.0560
H 0.5216 -0.0802 1.3241
H 0.5282 -1.6617 1.6562
C 1.3453 0.6182 -1.5328
S 2.2038 1.2065 -0.0624
H 0.2435 0.4455 -1.4617
H 1.6333 1.2478 -2.3311
H 1.6675 -0.2888 -1.8733
H 1.1143 1.7858 0.3470

***

## ii
Here is a 2-piece molecular cluster, C3H9NS overall from OMol25. Energies are from ωB97M-V/def2-TZVPD.

Frontier orbital gap (eV): 8.67

CARTESIAN COORDINATES (ANGSTROEM)
C -2.1442 0.3618 -0.1170
N -0.9710 -0.5030 0.0539
C 0.2718 0.2744 -0.0044
C 1.4977 -0.6200 -0.1339
S 2.9730 0.4284 -0.1453
H -2.1332 1.0786 0.7113
H -3.0506 -0.2199 0.0342
H -2.1520 0.8923 -1.0747
H -0.9426 -1.2015 -0.6816
H 0.3228 1.0043 -0.8209
H 0.2969 0.8992 0.8941
H 1.5613 -1.3296 0.6708
H 1.4840 -1.1844 -1.0682
H 2.9861 0.1195 1.6815

***

Least stable: ii

***

## i
Here is C21H21BBaN12O6 as an isolated structure from OMol25. Energies are from ωB97M-V/def2-TZVPD.

2S+1: 2
Frontier orbital gap (spin up / spin down) (eV): 8.32 / 5.90
Charge: -1

CARTESIAN COORDINATES (ANGSTROEM)
Ba -0.4784 -0.2935 -0.5775
O 1.4065 3.3609 0.4832
C 1.7594 4.2723 -0.5168
C 0.6964 4.4525 -1.6031
N 0.7559 3.5546 -2.7534
C -0.4356 3.2157 -3.3829
C -1.1345 1.9314 -2.5829
O -1.1042 0.8912 -3.2244
O -1.5443 2.2259 -1.4580
C 1.9801 2.9141 -3.1352
C 2.3718 1.6946 -2.2086
O 3.5139 1.2939 -2.3462
O 1.4473 1.2967 -1.4465
H 1.4382 2.4632 0.1096
H 2.7364 4.0426 -0.9575
H 1.8590 5.2414 -0.0238
H 0.7622 5.4714 -2.0075
H -0.2872 4.3227 -1.1466
H -0.2765 2.8822 -4.4028
H -1.1753 4.0105 -3.2958
H 2.8049 3.6238 -3.1005
H 1.8789 2.5291 -4.1481
C 3.5920 -0.5192 2.1977
C 2.8461 -0.0706 1.0999
N 1.5620 0.0397 1.4156
N 1.4537 -0.3306 2.7154
C 2.6620 -0.6774 3.2019
B 0.0446 -0.3441 3.3494
N -0.7299 -1.6151 2.9203
C -1.3497 -2.5043 3.7218
C -1.8921 -3.4929 2.9314
C -1.5441 -3.1190 1.6261
N -0.8427 -1.9935 1.6292
N -0.6873 0.9429 2.9034
C -0.5011 2.1758 3.4149
C -1.2402 3.0696 2.6758
C -1.8399 2.2765 1.6893
N -1.4993 1.0008 1.8233
N 0.0711 -0.3374 4.8937
C -0.9099 0.1318 5.7016
C -0.6600 -0.3091 6.9786
C 0.5132 -1.0736 6.8490
N 0.9388 -1.0970 5.5980
H 4.6511 -0.7016 2.2508
H 3.1746 0.1803 0.1019
H 2.7596 -1.0106 4.2191
H -1.3516 -2.3817 4.7920
H -2.4499 -4.3559 3.2505
H -1.7739 -3.5994 0.6875
H 0.1455 2.3274 4.2631
H -1.3105 4.1345 2.8117
H -2.4763 2.5719 0.8707
H -1.7125 0.7326 5.3093
H -1.2337 -0.1055 7.8662
H 1.0649 -1.6036 7.6099
O -1.6437 -2.4888 -1.5649
N -0.5739 -2.6262 -2.2398
C -0.4918 -3.6600 -3.0478
C -1.5566 -4.6090 -3.1717
N -2.4034 -5.3818 -3.2698
C 0.6966 -3.8283 -3.8196
N 1.6439 -3.9940 -4.4521

***

## ii
Here is C21H21BBaN12O6 as an isolated structure from OMol25. Energies are from ωB97M-V/def2-TZVPD.

2S+1: 2
Frontier orbital gap (spin up / spin down) (eV): 7.91 / 5.42
Charge: -1

CARTESIAN COORDINATES (ANGSTROEM)
Ba 1.0653 -0.0030 -0.1081
O -0.0474 0.1200 -4.3751
C 0.6084 1.1079 -5.1230
C 0.8870 2.3837 -4.3289
N 2.1422 2.4755 -3.5941
C 3.2376 1.6433 -3.7776
C 3.1775 0.1740 -2.9192
O 4.2478 -0.3674 -2.9198
O 2.0483 -0.0894 -2.4564
C 2.1480 3.4041 -2.4944
C 1.6640 2.6420 -1.2100
O 2.5691 2.2235 -0.4688
O 0.4377 2.4455 -1.1160
H 0.5770 -0.1884 -3.6956
H -0.0725 1.3796 -5.9308
H 1.5209 0.7219 -5.5932
H 0.0772 2.4974 -3.6021
H 0.8565 3.2449 -5.0090
H 4.1473 2.0956 -3.3971
H 3.3488 1.3137 -4.8074
H 1.4669 4.2244 -2.7185
H 3.1597 3.7677 -2.3324
C -0.5406 -3.8643 2.5226
C 0.0773 -3.3628 1.3722
N -0.3397 -2.1341 1.1008
N -1.2284 -1.8174 2.0680
C -1.3588 -2.8400 2.9408
B -1.9916 -0.4898 2.1222
N -1.0648 0.6779 2.5100
C -1.4947 1.8997 2.8722
C -0.3869 2.6786 3.1413
C 0.6925 1.8266 2.8875
N 0.2827 0.6252 2.4892
N -2.6003 -0.1397 0.7651
C -3.8856 0.0482 0.4079
C -3.9064 0.4180 -0.9191
C -2.5582 0.4299 -1.2938
N -1.7749 0.0922 -0.2788
N -3.0750 -0.6091 3.2326
C -2.8846 -0.3611 4.5518
C -3.9422 -0.8979 5.2426
C -4.7416 -1.4827 4.2421
N -4.2081 -1.3182 3.0444
H -0.4134 -4.8312 2.9763
H 0.8011 -3.8345 0.7291
H -2.0291 -2.7994 3.7808
H -2.5441 2.1330 2.9259
H -0.3598 3.7050 3.4614
H 1.7495 2.0382 2.9437
H -4.6857 -0.1180 1.1048
H -4.7663 0.6354 -1.5281
H -2.1237 0.6562 -2.2559
H -2.0173 0.1651 4.9105
H -4.1165 -0.8702 6.3042
H -5.6762 -2.0105 4.3471
O 3.0696 -1.3606 0.7128
N 4.1347 -2.0461 0.6420
C 4.1378 -3.0077 -0.2562
C 2.9854 -3.2354 -1.0898
N 2.0633 -3.4209 -1.7540
C 5.2794 -3.8427 -0.4228
N 6.1739 -4.5513 -0.5761

***

Least stable: ii